# 1
Computed, not measured: CH2F3NS in the gas phase in a non-equilibrium geometry, with the ωB97M-V functional and the def2-TZVPD basis.

XYZ file:
```
8
Properties=species:S:1:pos:R:3:forces:R:3
C 0.096424 0.224572 0.022302 2.58 -2.51 1.40
N -2.971875 -1.153871 -0.121504 -0.16 0.69 1.77
F -4.288183 -1.020122 0.408052 0.12 -0.02 -0.73
F -2.738779 1.276309 0.857683 0.99 -1.71 -0.71
F -2.409966 1.037423 -1.418494 0.30 -0.09 0.78
S -2.078536 0.091951 -0.080581 -3.40 0.63 -1.18
H 0.480486 -0.789224 0.362928 -0.67 1.62 0.67
H 0.248314 0.311795 -0.997155 0.23 1.39 -2.00
```
Positions in Å, forces in eV/Å.

Its multiplicity is 3. The expectation value of S² is 2.015. The value obtained for the largest force on an atom is 3.9 eV/A. The total energy is -791.49017 Ha. Its HOMO-LUMO gap (spin up / spin down) is 7.15 / 8.78 eV.

---

# 2
Computed, not measured: a molecular structure, CH2F3O in a non-equilibrium geometry, with the ωB97M-V functional and the def2-TZVPD basis.

XYZ file:
```
7
Properties=species:S:1:pos:R:3:forces:R:3
C 2.158966 0.018081 0.048617 -2.68 -0.14 -0.02
F 2.692171 0.254125 1.283355 0.02 0.04 0.12
F 2.723008 0.965833 -0.757192 -0.01 0.11 -0.08
F 2.726888 -1.157337 -0.353183 0.03 -0.11 -0.04
O -0.822663 -0.008010 0.003843 0.77 0.59 -0.11
H -1.215447 0.871328 -0.178544 0.50 -0.71 0.15
H 0.762731 0.011622 0.025651 1.37 0.21 -0.02
```
Positions in Å, forces in eV/Å.

Its multiplicity is 1. The value obtained for the largest force on an atom is 2.7 eV/A. The total energy is -414.14416 Ha. As for the charge: -1. Its HOMO-LUMO gap is 8.12 eV.

---

# 3
Computed, not measured: a molecular structure, CH2F3O4SSn in a non-equilibrium geometry, with the ωB97M-V functional and the def2-TZVPD basis.

XYZ file:
```
12
Properties=species:S:1:pos:R:3:forces:R:3
Sn 0.169687 -1.590178 -2.287487 -0.32 1.44 1.98
C -1.330330 1.740250 1.833889 -1.71 -0.70 -0.81
F -2.363559 2.274354 1.147678 0.73 -0.01 -0.25
F -0.201402 2.343300 1.563445 0.32 0.74 0.11
F -1.679320 1.861415 3.108376 0.88 -0.58 -0.30
S -1.102181 -0.061671 1.235472 -0.57 -1.32 4.08
O 0.147402 -0.444874 1.859180 -0.27 0.29 -1.10
O -2.274334 -0.787833 1.658239 0.30 0.55 -0.17
O -1.099995 -0.037235 -0.241632 1.48 -0.42 -3.79
O 2.971504 -1.580031 -3.078526 -0.97 -0.13 0.12
H 3.612401 -2.236667 -2.776251 0.06 0.01 0.17
H 3.150126 -1.480833 -4.022383 0.07 0.12 -0.06
```
Positions in Å, forces in eV/Å.

Its multiplicity is 1. The value obtained for the largest force on an atom is 4.3 eV/A. The total energy is -1251.95071 Ha. As for the charge: +1. Its HOMO-LUMO gap is 4.40 eV.

---

# 4
Computed, not measured: 2 unconnected molecules or ions with the total composition CH2FN5 in a non-equilibrium geometry, with the ωB97M-V functional and the def2-TZVPD basis.

XYZ file:
```
9
Properties=species:S:1:pos:R:3:forces:R:3
C 2.647853 0.452004 0.107034 1.08 1.59 -0.30
N 3.754139 0.778144 0.125734 0.16 0.03 -0.01
N 1.469815 -0.064069 0.136227 -2.46 -2.78 0.95
N 0.343746 0.364987 -0.059139 0.96 1.57 -0.61
N -1.925234 0.406238 -0.210000 0.09 -0.01 0.60
N -0.717802 -0.069385 -0.410482 -0.36 -2.07 -0.17
F -0.795313 -2.391386 0.206861 0.02 1.84 -0.39
H -2.621506 -0.206464 -0.623581 0.30 0.02 -0.08
H -2.155695 0.729931 0.727344 0.20 -0.20 0.00
```
Positions in Å, forces in eV/Å.

Its multiplicity is 1. The value obtained for the largest force on an atom is 3.8 eV/A. The total energy is -412.67498 Ha. Its HOMO-LUMO gap (spin up / spin down) is 6.50 / 6.40 eV.

---

# 5
Computed, not measured: 2 unconnected molecules or ions with the total composition CH2FNO in a non-equilibrium geometry, with the ωB97M-V functional and the def2-TZVPD basis.

XYZ file:
```
6
Properties=species:S:1:pos:R:3:forces:R:3
C -0.408718 0.154160 0.211097 0.94 1.24 1.47
N 0.624567 -0.316279 -0.560765 1.04 -0.36 -1.47
O -0.025493 -1.048032 0.610680 -0.02 -0.48 -0.09
F -1.678743 0.421519 0.012128 0.03 -0.04 -0.60
H 0.994618 1.623878 1.188421 -1.09 -0.65 -0.40
H 0.493769 -0.835244 -1.461562 -0.90 0.29 1.09
```
Positions in Å, forces in eV/Å.

Its multiplicity is 1. The value obtained for the largest force on an atom is 2.1 eV/A. The total energy is -268.89700 Ha. Its HOMO-LUMO gap (spin up / spin down) is 10.15 / 9.11 eV.

---

# 6
Computed, not measured: CH2FNO in the gas phase in a non-equilibrium geometry, with the ωB97M-V functional and the def2-TZVPD basis.

XYZ file:
```
6
Properties=species:S:1:pos:R:3:forces:R:3
O 0.868284 1.462947 0.003667 0.32 0.10 -0.41
C -0.074792 0.726231 -0.031792 0.37 -0.39 1.51
N -0.005838 -0.661951 -0.064340 -0.86 1.32 0.00
F 1.120779 -1.417949 0.015887 0.38 0.60 -0.20
H -1.109221 1.132404 0.225395 0.58 -1.04 -0.88
H -0.799214 -1.241680 -0.148819 -0.78 -0.58 -0.01
```
Positions in Å, forces in eV/Å.

Its multiplicity is 1. The value obtained for the largest force on an atom is 1.6 eV/A. The total energy is -269.07529 Ha. Its HOMO-LUMO gap is 11.32 eV. As for the SMILES: O=CNF.

---

# 7
Computed, not measured: 2 unconnected molecules or ions with the total composition CH2FNO in a non-equilibrium geometry, with the ωB97M-V functional and the def2-TZVPD basis.

XYZ file:
```
6
Properties=species:S:1:pos:R:3:forces:R:3
C -0.447292 0.187055 -0.265208 0.05 -2.56 -1.55
N 0.343570 0.266854 0.828990 2.37 -1.41 1.22
O -1.153223 0.287844 0.880306 0.05 -0.25 -1.64
F -0.597548 -1.656915 -0.961314 0.38 3.87 1.43
H -0.318984 0.786207 -1.256226 -0.95 -1.43 1.90
H 0.807565 -0.648652 1.242729 -1.90 1.77 -1.35
```
Positions in Å, forces in eV/Å.

Its multiplicity is 1. The value obtained for the largest force on an atom is 4.1 eV/A. The total energy is -268.97706 Ha. Its HOMO-LUMO gap is 11.26 eV.

---

# 8
Computed, not measured: 2 unconnected molecules or ions with the total composition CH2FNO2 in a non-equilibrium geometry, with the ωB97M-V functional and the def2-TZVPD basis.

XYZ file:
```
7
Properties=species:S:1:pos:R:3:forces:R:3
O 0.417119 -0.001561 -0.037661 -0.74 -0.06 -0.05
C 1.378032 -0.669980 -0.039964 -0.25 -0.61 0.81
F 2.543728 -0.127460 -0.258769 1.72 0.29 -0.43
H 1.499295 -1.739889 0.220171 -0.25 0.34 -0.30
N -1.991979 0.920442 -0.399263 0.03 -0.02 1.76
O -2.233466 -0.108138 0.184095 0.18 1.79 -0.66
H -1.612726 1.726587 0.331391 -0.69 -1.73 -1.12
```
Positions in Å, forces in eV/Å.

Its multiplicity is 1. The value obtained for the largest force on an atom is 2.2 eV/A. The total energy is -344.29474 Ha. Its HOMO-LUMO gap is 9.28 eV. As for the SMILES: O=CF.N=O.

---

# 9
Computed, not measured: a molecular structure, CH2FNO3S in a non-equilibrium geometry, with the ωB97M-V functional and the def2-TZVPD basis.

XYZ file:
```
9
Properties=species:S:1:pos:R:3:forces:R:3
C -0.221015 -0.792756 -0.568180 -5.00 1.11 2.37
N 0.757628 -1.558183 -0.688638 4.84 -2.57 -0.82
O -0.830132 -0.412750 0.568839 0.05 1.20 1.51
O -0.952285 1.817333 1.743550 -0.70 0.10 0.45
O 0.172847 1.605644 -0.449404 0.03 0.47 0.17
F 1.108159 0.608697 1.551721 -0.71 0.36 -0.61
S -0.228509 1.076079 0.799416 1.38 0.06 1.10
H -0.727339 -0.442786 -1.364963 -0.89 1.09 -3.33
H 0.920647 -1.901279 -1.592342 1.00 -1.81 -0.86
```
Positions in Å, forces in eV/Å.

Its multiplicity is 3. The expectation value of S² is 2.006. The value obtained for the largest force on an atom is 5.6 eV/A. The total energy is -817.60303 Ha. Its HOMO-LUMO gap (spin up / spin down) is 7.08 / 8.48 eV.

---

# 10
Computed, not measured: CH2FNOS in the gas phase in a non-equilibrium geometry, with the ωB97M-V functional and the def2-TZVPD basis.

XYZ file:
```
7
Properties=species:S:1:pos:R:3:forces:R:3
C -0.005376 -0.041668 0.410203 1.18 -1.23 -4.46
N 0.761769 -0.540018 -1.097256 -2.73 0.39 3.66
O -1.890251 0.397961 1.963846 -0.84 0.15 0.55
F 1.888289 0.247972 -1.204827 0.28 0.58 -0.05
S -1.606646 0.185471 0.548480 1.85 -0.16 -0.09
H 0.732554 -0.075104 1.188231 0.02 0.09 0.36
H 0.119661 -0.174614 -1.808677 0.24 0.18 0.02
```
Positions in Å, forces in eV/Å.

Its multiplicity is 1. The value obtained for the largest force on an atom is 4.8 eV/A. The total energy is -667.17871 Ha. Its HOMO-LUMO gap is 9.30 eV.

---

What are the energy above the lowest of the compared OMol25 structures with the same formula, charge and spin values for these records? In order: 5.0669, 2.4634, 0.2029, 2.4650, 7.8986, 3.0471, 5.7202, 1.4615, 1.1336, 4.6681 eV.